## a
Formula: C29H21N6PS12V
Source: the OMol25 dataset
Level of theory: ωB97M-V/def2-TZVPD

E_HOMO (spin up / spin down) ... -0.0559 / -0.0580 Eh
2S+1 ... 4
Orbital gap (spin up / spin down) ... 0.1864 / 0.1886 Eh
<S²> ... 3.76
Charge ... -2

Each line ends with the Mulliken charge.
Positions of all 70 atoms, in Å:
V  -1.024  0.546  -0.210  0.740
N  -0.870  -2.081  1.697  -0.146
P  0.873  -1.188  -0.373  -0.284
C  2.224  -0.956  -1.613  1.453
C  2.910  -2.039  -2.159  -0.442
C  3.944  -1.840  -3.059  -0.702
C  4.320  -0.547  -3.407  -0.515
C  3.653  0.535  -2.855  -0.622
C  2.601  0.334  -1.968  -0.201
C  1.908  -2.040  0.874  0.662
C  2.480  -1.208  1.836  -0.319
C  3.302  -1.741  2.818  -0.621
C  3.559  -3.105  2.851  -0.490
C  2.988  -3.935  1.894  -0.685
C  2.167  -3.405  0.908  -0.394
C  -1.043  -1.011  2.475  0.235
C  -0.882  -1.034  3.895  -1.122
C  -1.150  0.078  4.644  -0.216
C  -1.570  1.257  4.015  -1.048
C  -1.637  1.247  2.643  -0.381
N  -1.373  0.172  1.880  0.837
H  -0.523  -2.848  2.266  0.071
H  2.622  -3.050  -1.891  0.343
H  4.451  -2.693  -3.495  0.391
H  5.127  -0.388  -4.112  0.354
H  3.937  1.546  -3.120  0.451
H  2.068  1.181  -1.555  0.108
H  2.264  -0.143  1.823  0.261
H  3.735  -1.086  3.564  0.442
H  4.197  -3.521  3.622  0.355
H  3.182  -5.001  1.914  0.387
H  1.715  -4.056  0.169  0.370
H  -0.548  -1.957  4.355  0.333
H  -1.025  0.045  5.721  0.364
H  -1.771  2.170  4.555  0.449
H  -1.868  2.163  2.109  -0.015
N  -3.167  -2.918  0.389  -0.340
C  -3.863  -1.769  0.230  0.412
N  -3.350  -0.640  -0.181  0.038
C  -4.323  0.340  -0.234  -0.067
C  -5.574  -0.029  0.127  -0.637
S  -5.573  -1.696  0.570  -0.333
C  -3.937  1.675  -0.683  -0.640
C  -4.774  2.654  -1.090  -0.279
S  -3.862  4.035  -1.576  -0.291
C  -2.398  3.183  -1.215  0.234
N  -2.592  1.977  -0.727  0.902
N  -1.198  3.702  -1.521  -0.167
H  -2.179  -2.731  0.703  0.185
H  -3.644  -3.631  0.915  0.239
H  -6.462  0.577  0.172  0.409
H  -5.848  2.629  -1.146  0.427
H  -1.125  4.704  -1.429  0.425
H  -0.410  3.198  -1.112  -0.594
S  3.527  7.263  0.656  -0.388
C  2.323  6.109  0.793  0.069
S  0.738  6.420  1.358  -0.204
C  0.040  4.799  1.264  0.091
C  0.915  3.863  0.805  -0.390
S  0.823  2.117  0.544  -0.005
S  2.524  4.457  0.409  -0.086
S  -1.616  4.737  1.760  -0.523
S  0.732  -3.144  -7.044  -0.331
C  0.377  -2.534  -5.539  0.164
S  -0.007  -0.889  -5.229  -0.110
C  -0.302  -0.976  -3.497  0.551
C  -0.118  -2.221  -2.989  -0.142
S  -0.291  -2.719  -1.315  -0.444
S  0.365  -3.473  -4.109  -0.095
S  -0.693  0.536  -2.769  -0.482

## b
Formula: C29H21N6PS12V
Source: the OMol25 dataset
Level of theory: ωB97M-V/def2-TZVPD

E_HOMO (spin up / spin down) ... -0.0576 / -0.0573 Eh
2S+1 ... 4
Orbital gap (spin up / spin down) ... 0.1834 / 0.1831 Eh
<S²> ... 3.76
Charge ... -2

Each line ends with the Mulliken charge.
Positions of all 70 atoms, in Å:
V  -0.892  -1.093  -1.114  0.188
N  -2.120  0.243  1.572  -0.144
P  0.275  1.661  1.156  0.028
C  2.025  2.032  0.779  0.096
C  2.899  0.855  1.045  -1.246
C  4.389  0.933  0.696  -0.354
C  4.791  2.239  0.077  -0.818
C  3.933  3.238  -0.136  -0.504
C  2.501  3.127  0.188  0.083
C  0.431  1.775  3.001  0.579
C  0.962  2.944  3.546  -0.475
C  1.019  3.127  4.920  -0.548
C  0.542  2.142  5.774  -0.443
C  0.009  0.978  5.240  -0.779
C  -0.050  0.795  3.865  -0.310
C  -2.607  0.946  0.564  0.216
C  -3.567  2.008  0.704  -1.220
C  -3.957  2.743  -0.374  -0.390
C  -3.420  2.466  -1.644  -1.065
C  -2.531  1.426  -1.732  -0.604
N  -2.143  0.661  -0.698  1.547
H  -2.552  0.566  2.434  0.139
H  2.783  0.557  2.090  0.566
H  4.998  0.767  1.589  0.430
H  5.832  2.321  -0.214  0.419
H  4.278  4.153  -0.603  0.357
H  1.837  3.941  -0.084  0.477
H  1.348  3.712  2.886  0.305
H  1.443  4.039  5.323  0.377
H  0.591  2.279  6.847  0.350
H  -0.363  0.201  5.898  0.377
H  -0.468  -0.113  3.451  0.406
H  -3.954  2.218  1.695  0.360
H  -4.672  3.550  -0.248  0.377
H  -3.689  3.031  -2.525  0.437
H  -2.095  1.164  -2.687  0.255
N  -4.334  -1.431  -0.275  -0.200
C  -3.494  -2.326  0.282  0.147
N  -2.230  -2.422  -0.013  0.755
C  -1.625  -3.477  0.639  -0.899
C  -2.413  -4.147  1.508  -0.255
S  -4.006  -3.470  1.488  -0.312
C  -0.269  -3.798  0.181  -0.112
C  0.552  -4.778  0.614  -0.432
S  1.955  -4.852  -0.389  -0.262
C  1.337  -3.526  -1.341  0.311
N  0.190  -3.061  -0.900  0.232
N  1.985  -3.036  -2.398  0.124
H  -3.983  -1.007  -1.133  0.033
H  -5.316  -1.639  -0.257  0.263
H  -2.182  -5.017  2.097  0.449
H  0.414  -5.450  1.443  0.445
H  2.871  -3.436  -2.652  0.195
H  1.427  -2.615  -3.162  -0.303
S  6.385  -0.762  -0.393  -0.396
C  4.691  -0.299  -0.205  0.015
S  3.542  -1.599  0.492  -0.256
C  2.265  -0.320  0.240  0.564
C  2.278  -0.034  -1.263  0.375
S  0.978  0.120  -2.262  -0.368
S  3.881  0.046  -1.853  -0.215
S  0.581  -0.481  0.908  -0.070
S  -2.858  1.469  -7.894  -0.390
C  -2.248  0.439  -6.725  0.076
S  -3.040  0.074  -5.256  -0.067
C  -1.865  -1.022  -4.551  -0.057
C  -0.767  -1.274  -5.315  0.189
S  0.557  -2.353  -5.068  -0.500
S  -0.745  -0.372  -6.830  -0.173
S  -2.322  -1.775  -3.037  -0.380

Short version: a is the most stable of them.

## a
Formula: C8H18NOS
Source: the OMol25 dataset
Level of theory: ωB97M-V/def2-TZVPD

E_HOMO ... -0.5001 Eh
Orbital gap ... 0.3150 Eh
Charge ... +1

Each line ends with the Mulliken charge.
Positions of all 29 atoms, in Å:
C  -0.611  -1.726  -1.827  -0.832
C  -2.054  0.472  1.417  -0.715
C  -2.912  -0.638  0.725  -0.722
C  -1.852  0.122  0.045  1.140
C  -1.989  1.111  -1.133  -1.426
C  1.576  1.201  -0.281  -1.230
C  2.474  -1.171  -0.149  -0.758
C  1.587  -0.041  1.805  -1.413
N  1.531  -0.191  0.306  0.236
O  -0.403  -2.095  0.745  -0.631
S  -0.464  -1.054  -0.342  1.057
H  0.150  -2.545  -1.940  0.348
H  -0.768  -1.232  -2.683  0.363
H  -2.472  1.427  1.483  0.320
H  -1.174  0.320  2.094  0.154
H  -2.800  -1.695  1.132  0.279
H  -3.954  -0.240  0.532  0.284
H  -2.874  1.835  -1.012  0.377
H  -1.991  0.650  -2.151  0.322
H  -1.071  1.749  -1.280  0.292
H  0.977  1.770  0.359  0.437
H  2.476  1.591  -0.244  0.547
H  1.210  1.202  -1.317  0.360
H  3.411  -0.725  -0.688  0.301
H  2.881  -1.744  0.707  0.336
H  2.075  -1.752  -0.990  0.186
H  1.093  -0.832  2.184  0.618
H  2.567  0.122  2.223  0.412
H  0.961  0.787  2.185  0.359

## b
Formula: C8H18NOS
Source: the OMol25 dataset
Level of theory: ωB97M-V/def2-TZVPD

E_HOMO ... -0.4751 Eh
Orbital gap ... 0.2691 Eh
Charge ... +1

Each line ends with the Mulliken charge.
Positions of all 29 atoms, in Å:
C  3.509  1.767  0.081  -0.816
C  3.643  0.365  0.641  -0.461
C  2.530  0.703  -0.327  -0.104
C  -3.080  -1.011  0.201  -0.988
C  -2.368  0.965  1.785  -0.990
C  0.533  -1.479  -0.081  -1.315
C  -0.353  -0.121  -1.796  -1.009
C  -2.141  -0.341  1.134  0.582
N  -0.005  -0.204  -0.472  0.320
O  0.797  0.966  1.693  -0.542
S  0.865  1.188  0.243  0.328
H  3.145  2.474  0.798  0.305
H  4.334  1.900  -0.584  0.317
H  4.281  -0.441  0.396  0.290
H  3.514  0.295  1.692  0.234
H  2.592  0.434  -1.368  0.468
H  -3.296  -2.038  0.591  0.328
H  -3.845  -0.305  0.057  0.414
H  -2.763  -1.096  -0.866  0.203
H  -2.459  0.651  2.845  0.325
H  -3.390  1.299  1.396  0.324
H  -1.642  1.729  1.832  0.374
H  1.239  -1.790  -0.834  0.462
H  1.132  -1.559  0.812  0.403
H  -0.225  -2.270  -0.022  0.414
H  -0.482  0.959  -2.026  0.390
H  0.277  -0.444  -2.589  0.375
H  -1.379  -0.583  -2.003  0.100
H  -1.271  -0.952  1.270  0.270

Short version: b is the most stable of them.

## a
Formula: C2H5N2O2
Source: the OMol25 dataset
Level of theory: ωB97M-V/def2-TZVPD

E_HOMO ... -0.1715 Eh
Orbital gap ... 0.3332 Eh
Charge ... -1

Each line ends with the Mulliken charge.
Positions of all 11 atoms, in Å:
N  0.380  0.921  0.526  -0.359
C  1.168  0.731  -0.541  0.180
N  1.994  1.619  -0.979  -0.810
H  0.586  1.769  1.029  0.210
H  -0.367  0.257  0.788  0.364
H  1.041  -0.246  -1.010  0.264
H  2.489  1.205  -1.766  0.212
O  -1.685  -0.712  1.418  -0.774
C  -1.816  -1.555  0.501  -0.009
O  -1.170  -1.657  -0.554  -0.661
H  -2.620  -2.333  0.588  0.382

## b
Formula: C2H5N2O2
Source: the OMol25 dataset
Level of theory: ωB97M-V/def2-TZVPD

E_HOMO ... -0.1491 Eh
Orbital gap ... 0.3079 Eh
Charge ... -1

Each line ends with the Mulliken charge.
Positions of all 11 atoms, in Å:
N  0.040  -0.604  -0.393  -0.425
C  -0.969  -1.327  -0.845  0.183
N  -1.695  -2.372  -0.544  -0.815
H  0.610  -0.852  0.414  0.236
H  -0.047  0.472  -0.332  0.337
H  -1.474  -0.621  -1.592  0.254
H  -2.470  -2.007  0.016  0.188
O  2.527  1.748  0.115  -0.605
C  1.513  1.828  0.808  0.041
O  0.293  1.803  0.444  -0.716
H  1.671  1.932  1.909  0.323

Short version: a is the most stable of them.